Entry 1:
# C7H10ClNO3P

C7H10ClNO3P as an isolated structure at a distorted geometry (ωB97M-V with the def2-TZVPD basis set, the OMol25 dataset).

As for the expectation value of S²: 2.033. For the lowest unoccupied orbital energy (alpha / beta), the calculation gives 0.1182 / 0.0447 Eh. For the HOMO-LUMO gap (alpha / beta), the calculation gives 5.8 / 6.4 eV. The molar mass is 222.59 g mol⁻¹.

```
! RIJCOSX wB97M-V def2-TZVPD def2/J DEFGRID3
* xyz -1 3
Cl -1.55733 -2.51284 0.03991
P -2.91639 -0.33162 -0.16468
O -4.04551 -0.94541 -0.89674
O -2.96706 -0.27387 1.32866
O -1.69048 0.23976 -0.76898
N -3.94348 2.24245 -0.38477
C 1.34962 -0.17261 1.59725
C 2.12187 -0.97841 -0.58174
C 2.28855 -0.30033 0.69065
C 0.98338 -1.89182 -0.82807
C 0.07216 -0.94412 1.41043
C 3.15937 -0.73430 -1.42660
C -0.11695 -1.69444 0.14146
H -3.13850 2.79236 -0.66995
H 3.19396 0.16946 1.00854
H -0.88320 -0.32578 1.75439
H 1.67702 0.37360 2.44988
H -4.47166 2.02436 -1.22194
H 0.03223 -1.59644 2.31375
H 0.96219 -2.39082 -1.69035
H 3.30737 -1.28388 -2.25761
H 3.89072 0.03778 -1.28981
H -3.69893 1.33125 0.02079
*
```

---

Entry 2:
# C2H3ClN4

A single C2H3ClN4 molecule at a distorted geometry (ωB97M-V with the def2-TZVPD basis set, the OMol25 dataset).

As for the SMILES: ClCc1nn[nH]n1. For the lowest unoccupied orbital energy, the calculation gives 0.0227 Eh. For the HOMO-LUMO gap, the calculation gives 11.1 eV. The molar mass is 118.53 g mol⁻¹.

```
! RIJCOSX wB97M-V def2-TZVPD def2/J DEFGRID3
* xyz 0 1
Cl 2.76513 -0.36962 -0.56639
N -1.84102 0.22251 -0.54768
N -1.66866 -1.13191 -0.25028
N -0.73544 0.90451 -0.29383
N -0.48757 -1.33603 0.06117
C 1.41283 0.25315 0.54024
C 0.12994 -0.14784 -0.00396
H 1.59223 -0.32492 1.45061
H 1.44906 1.32324 0.61474
H -2.61649 0.60689 -1.00460
*
```

---

Entry 3:
# C6H13N

A single C6H13N molecule at a distorted geometry (ωB97M-V with the def2-TZVPD basis set, the OMol25 dataset).

As for the SMILES: CC/C=C/NCC. For the lowest unoccupied orbital energy, the calculation gives 0.0455 Eh. For the HOMO-LUMO gap, the calculation gives 9.5 eV. The molar mass is 99.18 g mol⁻¹.

```
! RIJCOSX wB97M-V def2-TZVPD def2/J DEFGRID3
* xyz 0 1
N -1.10330 -0.51718 -0.44449
C 0.17036 0.03286 -0.39770
C 2.32416 0.65022 0.64215
C -2.19105 0.36590 -0.84129
C 3.40648 -0.01468 1.47320
C 1.00486 -0.05074 0.65286
C -3.49052 -0.40282 -1.04065
H -4.18819 0.08465 -1.71217
H 3.09157 -0.15687 2.51483
H -3.23590 -1.39663 -1.42550
H 0.65008 0.50258 -1.25517
H -2.32356 1.14757 -0.09195
H 2.70924 0.81308 -0.37590
H 2.22031 1.69824 0.94798
H 0.82735 -0.71750 1.48957
H 4.36656 0.49317 1.52554
H -1.96116 0.86252 -1.79754
H 3.56730 -1.03838 1.12004
H -4.03799 -0.68628 -0.13537
H -1.31637 -1.45549 -0.70508
*
```

---

Entry 4:
# CH11O4S

A 5-piece molecular cluster, CH11O4S overall at a distorted geometry (ωB97M-V with the def2-TZVPD basis set, the OMol25 dataset).

For the lowest unoccupied orbital energy, the calculation gives 0.1334 Eh. For the HOMO-LUMO gap, the calculation gives 7.0 eV. The molar mass is 119.16 g mol⁻¹.

```
! RIJCOSX wB97M-V def2-TZVPD def2/J DEFGRID3
* xyz -1 1
S -0.41096 -0.45718 0.21813
O -1.85717 -2.80578 3.70778
O 4.24198 1.01568 0.35677
O -2.45212 2.59362 -0.65745
O 1.62786 1.60399 -1.18960
C -0.76337 -1.43654 -1.18343
H -1.96269 1.76207 -0.40848
H 3.29498 1.04584 0.02409
H -1.94968 -2.58419 2.70334
H 0.00038 -1.06858 -1.95524
H 1.37999 2.01718 -2.02988
H 4.60056 0.17023 0.03666
H -2.39779 3.03121 0.15678
H -1.88056 -1.90342 4.06576
H -1.77841 -1.20177 -1.54388
H -0.67327 -2.58813 -1.25753
H 0.98027 0.80576 -1.04383
*
```

---

Entry 5:
# C4H6N2O

A single C4H6N2O molecule (ωB97M-V with the def2-TZVPD basis set, the OMol25 dataset).

As for the SMILES: Cc1ncc(O)[nH]1. For the lowest unoccupied orbital energy, the calculation gives 0.0253 Eh. For the HOMO-LUMO gap, the calculation gives 8.8 eV. The molar mass is 98.10 g mol⁻¹.

```
! RIJCOSX wB97M-V def2-TZVPD def2/J DEFGRID3
* xyz 0 1
O 1.59379 0.13859 2.21306
N 0.55802 -0.58081 -1.14509
N -0.26915 0.09427 0.78943
C -1.80392 0.22136 -1.18062
C -0.52229 -0.17826 -0.53209
C 1.06616 -0.12943 0.99261
C 1.56531 -0.56583 -0.19920
H 2.58259 -0.83760 -0.44533
H -0.92157 0.40186 1.49351
H -1.78788 1.30642 -1.33544
H -2.68219 -0.02036 -0.57405
H 2.51000 0.40674 2.08081
H -1.88888 -0.25694 -2.15760
*
```

---

Entry 6:
# CH2BrO3P

An isolated ion of composition CH2BrO3P and charge -2 at a distorted geometry (ωB97M-V with the def2-TZVPD basis set, the OMol25 dataset).

As for the SMILES: O=P([O-])([O-])CBr. For the lowest unoccupied orbital energy, the calculation gives 0.2093 Eh. For the HOMO-LUMO gap, the calculation gives 4.9 eV. The molar mass is 172.90 g mol⁻¹.

```
! RIJCOSX wB97M-V def2-TZVPD def2/J DEFGRID3
* xyz -2 1
Br 2.46491 -0.01881 -0.04157
P -0.83939 -0.60777 -0.05670
O -0.66071 -1.41693 1.22580
O -0.71384 -1.44868 -1.28539
O -1.93427 0.42858 -0.08420
C 0.61772 0.62859 -0.02969
H 0.64766 1.47592 -0.61505
H 0.41791 0.95910 0.88680
*
```